# 1
The following is a quantum chemistry calculation of a structure of composition C13H21AsBrF6N3PdSSbSe, from the Open Molecules 2025 dataset.

Last column: natural (NBO) charge in e.
Geometry (Å):
Pd: -0.472 -0.684 -0.714  0.97
C: -1.867 -2.392 4.066  -0.42
N: -1.358 -3.220 2.966  -0.29
C: -0.802 -4.458 3.100  -0.01
C: -0.488 -4.898 1.850  -0.03
N: -0.866 -3.926 0.970  -0.29
C: -0.692 -3.997 -0.483  -0.43
C: -1.389 -2.894 1.658  0.17
Se: -2.075 -1.290 0.984  0.31
H: -1.589 -2.857 5.006  0.25
H: -2.950 -2.319 4.012  0.24
H: -1.436 -1.396 4.010  0.24
H: -0.659 -4.929 4.058  0.26
H: -0.050 -5.830 1.536  0.27
H: -0.597 -5.039 -0.773  0.25
H: 0.214 -3.474 -0.781  0.24
H: -1.560 -3.579 -0.985  0.25
Br: -3.180 5.482 -1.448  0.20
C: -2.524 3.756 -1.172  -0.03
C: -3.035 2.691 -1.899  -0.24
C: -2.517 1.433 -1.671  0.06
N: -1.555 1.226 -0.768  -0.46
C: -1.047 2.251 -0.075  0.05
C: -1.513 3.536 -0.244  -0.26
H: -3.820 2.827 -2.629  0.27
H: -2.876 0.573 -2.222  0.25
H: -0.265 2.027 0.638  0.22
H: -1.097 4.346 0.338  0.26
C: 4.545 -1.543 0.092  -0.95
As: 3.274 -0.164 -0.302  1.49
C: 3.276 0.198 -2.178  -0.95
C: 3.863 1.397 0.642  -0.96
S: 1.445 -0.820 0.681  -0.50
H: 5.537 -1.200 -0.204  0.27
H: 4.293 -2.449 -0.451  0.27
H: 4.528 -1.729 1.163  0.26
H: 4.288 0.529 -2.414  0.27
H: 2.563 0.983 -2.409  0.28
H: 3.044 -0.702 -2.733  0.28
H: 4.869 1.639 0.301  0.27
H: 3.885 1.176 1.707  0.27
H: 3.202 2.238 0.450  0.26
F: 0.244 0.603 -2.617  -0.70
Sb: -0.039 -0.882 -3.867  3.17
F: -1.513 -1.372 -2.638  -0.70
F: 0.971 -1.749 -2.442  -0.71
F: -0.196 -2.547 -4.648  -0.63
F: 1.516 -0.361 -4.728  -0.64
F: -1.269 0.154 -4.774  -0.63

Computed properties:
* HOMO-LUMO gap (spin up / spin down): 5.69 / 6.31 eV
* F_max: 1.20 eV Å⁻¹
* E_HOMO (spin up / spin down): -14.99 / -14.97 eV
* net charge: +2
* relative energy (zero: lowest compared OMol25 entry of this formula, charge and spin): 21.1 kcal per mole
* E_tot: -9248.53483 Ha
* multiplicity: 2

=====

# 2
The following is a quantum chemistry calculation of a structure of composition C37H42BrMoN2OP3, from the Open Molecules 2025 dataset.

Last column: Löwdin charge in e.
Geometry (Å):
Mo: 0.039 -1.300 0.208  0.83
C: -2.362 1.728 -0.641  -0.19
P: -1.392 0.841 0.720  1.00
C: -0.073 2.131 1.055  -0.46
N: -0.460 3.318 1.135  0.12
C: 0.406 4.353 0.881  -0.15
C: 0.036 5.727 0.975  0.00
C: 0.932 6.720 0.961  -0.06
C: 2.312 6.438 0.924  -0.04
C: 2.718 5.147 0.761  0.01
C: 1.784 4.062 0.806  -0.19
N: 2.209 2.775 0.874  0.13
C: 1.307 1.804 1.115  -0.39
P: 1.955 0.040 1.264  1.02
C: 3.331 0.395 0.060  -0.23
C: 2.679 -0.148 3.035  -0.68
C: 4.056 -0.693 3.102  -0.09
C: 2.556 1.214 3.768  -0.07
C: 1.833 -1.155 3.780  -0.14
C: -2.660 1.152 2.240  -0.67
C: -3.729 0.085 2.082  -0.13
C: -1.921 0.888 3.546  -0.11
C: -3.259 2.563 2.210  -0.07
H: -1.902 1.389 -1.524  -0.03
H: -2.346 2.798 -0.526  0.05
H: -3.440 1.401 -0.537  0.07
H: -0.983 5.938 1.241  0.12
H: 0.712 7.779 0.926  0.12
H: 2.933 7.350 1.066  0.14
H: 3.779 4.887 0.600  0.13
H: 2.795 0.765 -0.883  0.07
H: 4.000 -0.475 -0.093  0.06
H: 3.969 1.242 0.417  0.07
H: 4.781 0.068 2.856  0.09
H: 4.189 -1.591 2.450  0.11
H: 4.252 -0.923 4.146  0.10
H: 3.037 2.109 3.269  0.10
H: 3.087 1.172 4.758  0.12
H: 1.532 1.503 3.969  0.07
H: 1.704 -2.080 3.201  0.03
H: 0.795 -0.836 3.842  0.04
H: 2.164 -1.352 4.807  0.11
H: -3.413 -0.982 2.325  0.08
H: -4.121 0.053 1.068  0.05
H: -4.575 0.307 2.799  0.12
H: -1.345 -0.056 3.729  0.06
H: -2.731 0.999 4.314  0.11
H: -1.248 1.703 3.835  0.08
H: -4.230 2.517 1.652  0.10
H: -2.537 3.260 1.809  0.04
H: -3.525 2.895 3.235  0.11
O: 2.244 -3.302 1.034  -0.04
C: 1.460 -3.070 0.127  -0.46
C: 1.340 -3.973 -1.117  -0.24
C: 2.157 -5.066 -1.337  0.02
C: 2.250 -5.793 -2.623  -0.01
C: 1.362 -5.462 -3.611  -0.06
C: 0.517 -4.366 -3.401  -0.05
C: 0.550 -3.601 -2.217  -0.31
P: -0.504 -2.100 -1.999  0.97
C: -2.183 -2.688 -2.200  -0.35
C: -3.073 -2.516 -3.260  -0.07
C: -4.444 -2.801 -3.152  -0.04
C: -4.969 -2.859 -1.880  -0.04
C: -4.094 -2.971 -0.765  -0.04
C: -2.712 -3.070 -0.952  -0.13
C: -0.074 -0.988 -3.300  -0.35
C: -0.931 0.075 -3.626  -0.11
C: -0.493 1.132 -4.377  -0.06
C: 0.764 1.101 -4.950  -0.03
C: 1.653 0.053 -4.633  -0.04
C: 1.242 -0.957 -3.793  -0.07
H: 2.840 -5.288 -0.471  0.14
H: 3.058 -6.549 -2.768  0.13
H: 1.302 -6.103 -4.457  0.11
H: -0.189 -4.048 -4.184  0.12
H: -2.727 -2.132 -4.215  0.11
H: -5.089 -2.810 -4.044  0.13
H: -6.042 -2.807 -1.672  0.12
H: -4.459 -2.974 0.263  0.12
H: -2.080 -3.274 -0.111  -0.02
H: -1.938 0.095 -3.274  0.09
H: -1.166 1.987 -4.455  0.13
H: 1.166 1.866 -5.641  0.13
H: 2.627 0.027 -5.161  0.13
H: 1.823 -1.786 -3.499  0.09
Br: -0.821 -2.906 2.107  0.28

Computed properties:
* HOMO-LUMO gap (spin up / spin down): 5.45 / 6.18 eV
* F_max: 4.76 eV Å⁻¹
* E_HOMO (spin up / spin down): -13.80 / -13.79 eV
* net charge: +2
* relative energy (zero: lowest compared OMol25 entry of this formula, charge and spin): 0.0 kcal per mole
* E_tot: -5285.49983 Ha
* multiplicity: 3

=====

# 3
The following is a quantum chemistry calculation of a cluster of 2 separate species, CH6N2O2 in total, from the Open Molecules 2025 dataset.

Last column: natural (NBO) charge in e.
Geometry (Å):
C: -1.495 -0.695 -0.245  -0.32
N: -1.619 0.424 -0.885  0.00
N: 2.361 -0.171 0.129  -0.53
O: 0.981 0.014 0.235  -0.63
O: -1.461 1.570 -0.199  -0.50
H: -1.169 1.382 0.718  0.45
H: 2.793 0.255 0.942  0.34
H: 2.690 0.323 -0.693  0.33
H: -1.941 -1.554 -0.732  0.22
H: 0.342 -0.818 -0.122  0.47
H: -1.482 -0.730 0.851  0.18

Computed properties:
* structure (SMILES): C=NO.NO
* HOMO-LUMO gap: 9.77 eV
* F_max: 4.49 eV Å⁻¹
* E_HOMO: -9.19 eV
* relative energy (zero: lowest compared OMol25 entry of this formula, charge and spin): 144.6 kcal per mole
* E_tot: -301.51367 Ha
* multiplicity: 1

=====

# 4
The following is a quantum chemistry calculation of an isolated molecule of CH2N2O2S, from the Open Molecules 2025 dataset.

Last column: natural (NBO) charge in e.
Geometry (Å):
C: 1.491 -1.046 0.012  0.53
N: 2.218 -1.736 0.566  -0.39
N: -1.580 0.536 -0.042  -0.98
O: 0.783 -0.305 -0.756  -0.70
O: 0.463 1.261 1.185  -0.87
S: -0.002 1.189 -0.165  1.65
H: -1.412 -0.426 0.169  0.39
H: -1.962 0.527 -0.969  0.38

Computed properties:
* HOMO-LUMO gap: 10.78 eV
* F_max: 1.80 eV Å⁻¹
* E_HOMO: -10.95 eV
* relative energy (zero: lowest compared OMol25 entry of this formula, charge and spin): 81.6 kcal per mole
* E_tot: -697.42092 Ha
* multiplicity: 1

=====

# 5
The following is a quantum chemistry calculation of a cluster of 2 separate species, C5H13NO in total, from the Open Molecules 2025 dataset.

Last column: natural (NBO) charge in e.
Geometry (Å):
C: 0.349 -0.420 2.196  -0.63
C: -0.276 -0.758 0.849  -0.42
C: -0.971 0.464 0.216  -0.48
C: -0.038 1.312 -0.599  0.29
C: 0.794 0.829 -1.585  -0.17
N: -0.190 2.606 -0.424  -0.59
H: -0.429 -0.461 2.961  0.22
H: 0.859 0.545 2.291  0.20
H: 1.084 -1.168 2.484  0.24
H: 0.407 -1.315 0.206  0.25
H: -1.066 -1.499 0.969  0.23
H: -1.805 0.112 -0.406  0.26
H: -1.545 1.023 0.963  0.24
H: 0.919 -0.237 -1.732  0.22
H: 1.303 1.286 -2.430  0.24
H: -1.085 2.999 -0.156  0.44
H: 0.534 3.233 -0.780  0.43
H: -0.321 -3.176 -1.488  0.48
H: 0.901 -2.522 -2.190  0.47
O: 0.574 -2.855 -1.345  -0.94

Computed properties:
* HOMO-LUMO gap (spin up / spin down): 11.05 / 7.55 eV
* F_max: 2.58 eV Å⁻¹
* E_HOMO (spin up / spin down): -14.71 / -14.76 eV
* net charge: +1
* relative energy (zero: lowest compared OMol25 entry of this formula, charge and spin): 19.7 kcal per mole
* E_tot: -327.98387 Ha
* multiplicity: 2

=====

# 6
The following is a quantum chemistry calculation of a structure of composition C7H17BaNO5P, from the Open Molecules 2025 dataset.

Last column: Löwdin charge in e.
Geometry (Å):
C: 4.045 0.245 0.316  -0.05
N: 2.594 0.152 0.450  -0.17
C: 2.129 -1.214 0.622  -0.15
C: 1.914 0.878 -0.604  -0.39
O: 2.234 0.754 -1.767  0.15
C: 0.799 1.855 -0.225  -0.03
C: -0.335 1.135 0.439  -0.43
C: -1.633 1.953 0.752  -0.14
O: -2.803 1.172 0.449  -0.24
P: -2.282 -0.368 0.285  0.31
C: -3.171 -0.825 -1.279  -0.25
O: -2.928 -2.191 -1.599  -0.18
O: -1.825 -2.217 -2.529  0.00
O: -0.803 0.140 -0.463  -0.27
H: 4.422 -0.235 -0.571  0.09
H: 4.315 1.279 0.284  0.09
H: 4.492 -0.177 1.192  0.09
H: 2.895 -1.958 0.592  0.10
H: 1.342 -1.445 -0.097  0.05
H: 1.707 -1.254 1.648  0.00
H: 1.170 2.581 0.475  0.14
H: 0.461 2.316 -1.126  0.13
H: 0.149 0.767 1.368  0.11
H: -1.653 2.931 0.331  0.13
H: -1.619 2.106 1.821  0.12
H: -3.395 -1.037 1.015  0.05
H: -1.579 -1.644 0.341  -0.34
H: -1.749 -0.159 1.640  -0.08
H: -2.803 -0.242 -2.104  0.10
H: -4.223 -0.676 -1.171  0.11
H: -1.136 -2.714 -2.089  0.08
Ba: -0.730 -1.907 1.603  1.85

Computed properties:
* HOMO-LUMO gap: 8.10 eV
* F_max: 13.74 eV Å⁻¹
* E_HOMO: -12.48 eV
* net charge: +1
* E_tot: -1074.15448 Ha
* multiplicity: 1